[1]
59
Properties=species:S:1:pos:R:3:mulliken_charge:R:1 method="wB97M-V/def2-TZVPD" e_homo_ev=-2.54 total_charge=-1 homo_lumo_gap_ev=3.63
O 1.865 3.408 3.152 -0.475
O 4.301 2.081 2.430 -0.870
O 4.667 -0.762 2.745 -0.471
O 1.919 -4.489 5.127 -0.794
N -5.322 1.124 3.077 0.205
C 2.359 -0.784 3.248 -0.860
C -1.409 -0.504 3.303 0.654
C -2.859 -6.183 4.164 -0.477
C -6.280 0.804 2.021 -0.992
C 3.354 1.398 2.771 1.673
C 2.606 4.172 2.231 -0.670
C -1.709 -5.902 3.468 -0.619
C -3.763 -0.618 3.841 -0.129
C -0.489 -5.774 5.549 -0.488
C 2.064 2.025 3.086 -0.382
C 1.860 -4.863 3.965 1.021
C 0.677 -5.400 3.402 -1.309
C 0.992 1.227 3.356 -0.763
C -5.604 2.333 3.854 -1.011
C -0.490 -5.684 4.141 1.248
C -1.693 0.600 2.473 -1.064
C -2.500 -1.130 3.934 -1.101
C -2.824 -6.281 5.546 -0.436
C -4.017 0.538 3.086 -0.111
C 3.065 -4.747 3.091 -1.520
C 5.657 -0.133 1.971 -0.707
C -2.956 1.110 2.373 -0.140
C -1.638 -6.082 6.232 -0.562
C -0.070 -0.983 3.492 -1.241
C 1.069 -0.194 3.364 0.967
C 3.474 -0.060 2.920 -0.169
H 6.620 -0.591 2.194 0.275
H 3.431 -5.727 2.783 0.475
H 2.832 -4.172 2.197 0.261
H 3.863 -4.237 3.630 0.303
H 5.709 0.924 2.212 0.264
H 5.426 -0.267 0.915 0.292
H 0.072 1.719 3.610 0.769
H -6.536 2.214 4.403 0.326
H -2.326 -2.002 4.538 0.566
H -3.155 1.966 1.754 0.432
H -3.789 -6.321 3.633 0.357
H 2.590 5.213 2.556 0.259
H -1.610 -6.203 7.303 0.364
H 0.661 -5.572 2.339 0.167
H -7.264 0.627 2.447 0.318
H -3.727 -6.510 6.090 0.360
H 0.062 -2.024 3.739 0.619
H -4.585 -1.075 4.366 0.468
H -1.723 -5.844 2.395 0.322
H 2.140 4.088 1.247 0.265
H -0.908 1.027 1.877 0.700
H 2.467 -1.843 3.393 0.550
H 0.441 -5.639 6.074 0.407
H -6.340 1.618 1.303 0.310
H -4.802 2.502 4.571 0.290
H -5.680 3.201 3.203 0.333
H 3.637 3.823 2.191 0.235
H -5.960 -0.096 1.500 0.305

[2]
65
Properties=species:S:1:pos:R:3:lowdin_spin:R:1 method="wB97M-V/def2-TZVPD" e_homo_ev="-19.44 / -19.44" spin_multiplicity=2 total_charge=+4 homo_lumo_gap_ev="8.46 / 6.16" relative_energy_ev=0.000
Ir 0.409 -0.392 1.544 0.000
Br -0.269 0.985 -5.386 0.162
N -0.057 -1.050 5.672 0.000
N 1.048 0.075 -0.437 0.000
N -0.581 1.319 1.593 0.000
N -0.150 -0.786 3.507 0.000
N 1.437 -2.270 1.617 0.000
N -0.549 -0.749 -7.468 0.036
N -1.465 -1.061 0.964 0.000
N 1.910 0.873 2.267 0.000
C -3.722 -0.322 0.689 0.000
C -2.595 2.487 1.271 0.000
C -0.592 -1.025 -8.748 0.166
C 2.326 3.160 2.838 0.000
C 2.633 -1.882 -0.545 0.000
C 1.959 -2.894 0.362 0.000
C -0.833 -0.014 -9.748 0.258
C 3.159 0.576 2.649 0.000
C 4.040 1.522 3.142 0.000
C -1.182 1.271 -9.343 0.000
C 3.618 2.838 3.237 0.000
C -1.868 -2.317 0.748 0.000
C -1.207 1.539 -7.994 0.172
C -1.936 3.656 1.636 0.000
C 1.489 2.170 2.360 0.000
C -1.879 1.302 1.258 0.000
C 0.627 -0.693 4.582 0.000
C 1.655 -0.997 -1.295 0.000
C -0.751 0.504 -7.108 0.190
C -1.331 -1.387 5.306 0.000
C -0.593 3.636 1.992 0.000
C -1.387 -1.224 3.961 0.000
C -3.190 -2.646 0.503 0.000
C 0.078 2.424 1.969 0.000
C -2.388 -0.056 0.932 0.000
C -4.133 -1.633 0.474 0.000
H -5.177 -1.854 0.298 0.000
H 1.771 0.781 -0.290 0.000
H -4.446 0.480 0.684 0.000
H 3.469 -0.455 2.548 0.000
H -3.644 2.514 1.012 0.000
H 0.366 0.553 -1.033 0.000
H -0.491 -2.063 -9.043 0.005
H -2.074 -1.708 6.016 0.000
H -2.479 4.592 1.652 0.000
H 2.150 -0.514 -2.137 0.000
H 0.829 -2.949 2.074 0.000
H -0.097 4.550 2.285 0.000
H 0.833 -1.597 -1.690 0.000
H 2.642 -3.700 0.626 0.000
H 0.311 -1.065 6.614 0.000
H 5.036 1.224 3.439 0.000
H 1.111 -3.344 -0.157 0.000
H 3.363 -1.278 0.006 0.000
H -3.464 -3.680 0.346 0.000
H -1.485 2.507 -7.600 0.004
H 1.652 -0.370 4.608 0.000
H -0.823 -0.294 -10.794 0.010
H -2.231 -1.380 3.315 0.000
H -1.107 -3.085 0.778 0.000
H 3.215 -2.434 -1.286 0.000
H 1.978 4.181 2.910 0.000
H 2.217 -2.189 2.267 0.000
H 4.280 3.605 3.616 0.000
H -1.436 2.033 -10.067 -0.003

Max |F| per entry: 2.672; 0.526 eV Å⁻¹